Entry 1:
Entry from OMol25: 2 unconnected molecules or ions with the total composition CH3ClN2S in a non-equilibrium geometry (the ωB97M-V functional and the def2-TZVPD basis).

XYZ file:
```
8
Properties=species:S:1:pos:R:3
C 1.60 -0.31 -0.72
N -1.43 0.77 0.96
N -1.73 -0.21 0.28
S 1.42 1.29 -0.35
Cl 1.14 -1.54 0.35
H -0.50 0.41 1.49
H 2.00 -0.48 -1.74
H -2.50 0.06 -0.26
```

Its relative energy (zero: lowest compared OMol25 entry of this formula, charge and spin) is 242.9 kJ/mol. The HOMO-LUMO gap is 8.46 eV. For the LUMO energy, the calculation gives -0.80 eV. The SMILES is [H]/N=N/[H].S=CCl. Its net charge is 0.

---

Entry 2:
Entry from OMol25: 6 unconnected molecules or ions with the total composition C19H47BO21S5 (the ωB97M-V functional and the def2-TZVPD basis).

XYZ file:
```
93
Properties=species:S:1:pos:R:3
O -1.88 -0.33 -2.37
C -2.69 -0.89 -3.17
O -2.40 -1.73 -4.04
C -4.20 -0.56 -2.97
C -4.50 0.73 -2.19
O -5.67 1.27 -2.75
B -6.04 0.45 -3.95
C -7.51 -0.31 -3.69
O -7.45 -1.40 -2.78
O -8.79 -2.03 -2.72
O -4.88 -0.40 -4.19
H -4.62 -1.43 -2.42
H -4.62 0.53 -1.12
H -3.65 1.42 -2.29
H -6.28 1.19 -4.93
H -8.20 0.46 -3.30
H -7.91 -0.68 -4.65
H -8.99 -2.04 -3.66
O 0.32 2.68 2.22
S 1.50 2.02 1.73
O 2.02 2.41 0.45
O 1.32 0.47 1.83
C 0.10 -0.18 1.31
C 0.11 -0.35 -0.18
C 2.77 2.19 2.93
H -0.77 0.37 1.66
H 0.12 -1.14 1.82
H 0.00 0.59 -0.72
H -0.72 -0.98 -0.52
H 1.06 -0.82 -0.49
H 2.39 1.88 3.90
H 3.04 3.25 2.94
H 3.63 1.59 2.63
O -4.42 4.93 -8.76
S -4.73 3.54 -8.98
O -5.83 2.95 -8.29
O -3.42 2.69 -8.83
C -2.62 2.79 -7.60
C -3.01 1.82 -6.52
C -4.96 3.28 -10.71
H -2.64 3.83 -7.28
H -1.62 2.57 -7.97
H -3.97 2.02 -6.06
H -2.24 1.86 -5.74
H -3.04 0.80 -6.90
H -4.11 3.70 -11.24
H -5.88 3.78 -10.98
H -5.04 2.21 -10.88
O 1.49 2.43 6.12
S 1.72 3.60 6.90
O 3.07 4.04 7.14
O 0.97 3.43 8.30
C 1.18 2.17 9.00
C 2.51 2.12 9.71
C 0.77 4.93 6.28
H 1.06 1.36 8.28
H 0.35 2.13 9.70
H 3.34 2.09 9.00
H 2.55 1.22 10.32
H 2.63 2.99 10.35
H -0.26 4.59 6.14
H 1.21 5.20 5.32
H 0.82 5.76 6.98
O 0.53 -2.99 3.33
S 1.74 -3.73 3.17
O 1.72 -4.97 2.45
O 2.37 -3.99 4.62
C 1.46 -4.49 5.62
C 1.19 -5.97 5.48
C 2.97 -2.67 2.51
H 0.54 -3.91 5.58
H 1.97 -4.27 6.56
H 0.63 -6.18 4.57
H 0.61 -6.32 6.33
H 2.13 -6.53 5.43
H 2.99 -1.76 3.10
H 2.65 -2.45 1.49
H 3.93 -3.17 2.49
O 5.47 -0.63 -0.45
S 5.02 -1.84 -1.07
O 4.56 -2.91 -0.24
O 6.19 -2.38 -2.02
C 7.51 -2.46 -1.44
C 7.69 -3.66 -0.54
C 3.83 -1.51 -2.31
H 7.71 -1.52 -0.90
H 8.17 -2.50 -2.30
H 7.08 -3.59 0.36
H 8.74 -3.74 -0.25
H 7.40 -4.57 -1.07
H 4.21 -0.72 -2.96
H 2.93 -1.18 -1.79
H 3.63 -2.42 -2.86
```

The HOMO-LUMO gap is 3.81 eV. For the LUMO energy, the calculation gives 2.81 eV. Its net charge is -2.

---

Entry 3:
Entry from OMol25: C4H8ClN in the gas phase in a non-equilibrium geometry (the ωB97M-V functional and the def2-TZVPD basis).

XYZ file:
```
14
Properties=species:S:1:pos:R:3
C 0.04 -1.44 0.19
C 0.04 -0.03 -0.07
C 1.33 0.81 -0.12
C -1.08 0.76 0.55
N 0.00 -0.92 -1.24
Cl -1.47 -1.12 -2.08
H 0.96 -1.91 0.37
H -0.82 -1.98 0.57
H 1.11 1.78 -0.42
H 1.99 0.23 -0.77
H 1.81 0.89 0.76
H -1.64 0.17 1.38
H -1.78 1.21 -0.13
H -0.50 1.55 1.03
```

Its relative energy (zero: lowest compared OMol25 entry of this formula, charge and spin) is 201.1 kJ/mol. The HOMO-LUMO gap is 10.36 eV. For the LUMO energy, the calculation gives 0.98 eV. The SMILES is CC1(C)CN1Cl. Its net charge is 0.

---

Entry 4:
Entry from OMol25: a molecular structure, C12H17N5OPbS4 in a non-equilibrium geometry (the ωB97M-V functional and the def2-TZVPD basis).

XYZ file:
```
40
Properties=species:S:1:pos:R:3
Pb 9.46 7.35 8.33
N 8.13 7.75 10.85
C 7.70 6.82 11.90
C 6.73 5.78 11.40
C 7.20 5.00 10.17
C 6.70 5.54 8.81
N 7.77 5.61 7.78
H 8.84 8.39 11.20
H 7.40 8.39 10.47
H 7.29 7.33 12.78
H 8.59 6.25 12.24
H 5.72 6.22 11.23
H 6.60 5.08 12.20
H 6.92 3.93 10.21
H 8.34 4.94 10.23
H 6.33 6.56 8.87
H 5.86 4.91 8.49
H 7.38 6.03 6.94
H 8.09 4.68 7.53
O 6.83 9.39 8.53
S 7.37 9.53 7.13
N 8.31 8.44 6.58
S 15.84 7.57 4.11
C 14.63 7.49 5.27
S 13.48 6.22 5.06
C 12.70 6.68 6.54
N 13.25 7.70 7.15
N 14.32 8.21 6.39
C 15.19 9.10 7.15
C 14.62 9.65 8.34
C 15.42 10.40 9.21
C 16.80 10.51 8.94
C 17.33 10.01 7.75
C 16.50 9.29 6.86
S 11.35 5.73 7.01
H 13.57 9.48 8.52
H 15.00 10.84 10.14
H 17.47 11.00 9.67
H 18.40 10.02 7.50
H 16.91 8.86 5.93
```

Its relative energy (zero: lowest compared OMol25 entry of this formula, charge and spin) is 63.5 kJ/mol. The HOMO-LUMO gap is 6.90 eV. For the LUMO energy, the calculation gives -0.66 eV. Its net charge is 0.

---

The lowest net charge belongs to which entry?
C19H47BO21S5

---

Look up the LUMO energy of the first one.
-0.80 eV